(1)
Molecular formula: C37H57ClIKN2O2P2S3Si4
Method: DFT, ωB97M-V with the def2-TZVPD basis set

The calculation puts the energy above the lowest of the compared OMol25 structures with the same formula, charge and spin at 82.7 kJ/mol. As for the net charge: -2. As for the HOMO energy: -1.7 eV. As for the energy: -165918.134 eV.

Geometry as XYZ:
```
110
Properties=species:S:1:pos:R:3:mulliken_charge:R:1
K -0.82 -1.44 0.20 1.267
C -0.31 -2.16 4.69 -1.321
P 0.29 -1.14 3.29 1.065
C -0.20 0.53 3.88 -0.979
C 2.11 -1.13 3.63 -0.048
C 2.64 -0.68 4.83 -0.571
C 4.01 -0.66 5.05 -0.827
C 4.86 -1.09 4.04 -0.678
C 4.34 -1.55 2.84 -0.784
C 2.96 -1.58 2.61 -0.158
P 2.23 -2.10 1.00 1.616
C 3.71 -2.53 0.01 -1.102
C 1.67 -3.79 1.44 -0.821
H 0.06 -1.81 5.65 0.454
H -0.01 -3.19 4.53 0.304
H -1.40 -2.11 4.65 0.181
H 0.05 0.71 4.93 0.415
H -1.28 0.59 3.76 0.184
H 0.27 1.29 3.26 0.107
H 1.97 -0.33 5.62 0.241
H 4.41 -0.30 5.99 0.371
H 5.93 -1.07 4.19 0.387
H 5.02 -1.88 2.07 0.318
H 4.35 -3.29 0.47 0.449
H 4.30 -1.63 -0.21 0.418
H 3.34 -2.91 -0.95 -0.087
H 2.45 -4.35 1.96 0.359
H 1.40 -4.29 0.51 0.343
H 0.77 -3.73 2.06 0.091
S 0.27 -3.74 -2.05 -0.258
C 1.67 -3.41 -2.93 -0.084
N 2.23 -2.26 -3.19 -0.175
C 3.37 -2.38 -3.94 -0.428
C 4.16 -1.31 -4.37 -0.095
C 5.30 -1.56 -5.12 -0.587
C 5.67 -2.86 -5.46 -0.331
C 4.89 -3.94 -5.05 -0.554
C 3.75 -3.70 -4.29 0.556
S 2.59 -4.80 -3.63 -0.323
H 3.87 -0.30 -4.10 0.335
H 5.92 -0.73 -5.45 0.369
H 6.56 -3.04 -6.05 0.332
H 5.17 -4.95 -5.31 0.342
Cl -7.64 -4.12 2.28 -0.343
C -5.93 -3.75 2.23 0.647
C -5.08 -4.61 1.57 -0.547
C -3.72 -4.35 1.49 -0.237
I -2.46 -5.60 0.38 0.004
C -3.11 -3.20 2.05 0.134
O -1.89 -2.91 1.93 -0.358
C -4.04 -2.31 2.77 -0.465
N -3.50 -1.22 3.36 0.310
C -4.28 -0.37 3.98 -0.316
C -5.67 -0.53 4.07 -0.814
C -6.25 -1.64 3.51 -1.057
C -5.44 -2.58 2.84 0.585
H -5.48 -5.50 1.10 0.390
H -3.80 0.49 4.43 0.342
H -6.27 0.21 4.59 0.401
H -7.31 -1.81 3.57 0.387
C -5.24 -1.57 -0.72 -0.767
S -4.39 -0.17 0.03 0.535
C -4.51 0.94 -1.39 -0.708
O -2.97 -0.56 0.09 -0.565
H -6.26 -1.29 -0.98 0.437
H -5.25 -2.38 0.01 0.056
H -4.68 -1.88 -1.60 0.304
H -5.54 1.25 -1.54 0.486
H -4.11 0.43 -2.27 0.249
H -3.88 1.79 -1.16 -0.051
C -0.60 5.86 -1.03 -1.237
Si -0.99 4.16 -0.22 0.290
C -0.43 4.37 1.59 -0.942
C -2.90 4.23 -0.08 -1.138
Si -0.22 2.18 -1.17 0.446
Si -0.33 2.65 -3.44 0.097
C 0.33 4.30 -4.16 -1.142
C -2.15 2.59 -4.02 -1.063
C 0.59 1.33 -4.45 -1.088
Si 2.05 2.48 -0.75 -0.242
C 2.84 4.21 -1.02 -1.080
C 3.13 1.32 -1.80 -0.802
C 2.44 2.05 1.05 -0.279
H -0.83 6.68 -0.34 0.377
H -1.20 6.01 -1.93 0.292
H 0.45 5.94 -1.32 0.324
H -0.92 5.25 2.04 0.391
H 0.65 4.52 1.68 0.278
H -0.70 3.49 2.18 0.075
H -3.23 5.19 0.33 0.367
H -3.25 3.44 0.59 0.190
H -3.39 4.09 -1.05 0.264
H -0.27 5.16 -3.82 0.260
H 0.31 4.28 -5.25 0.415
H 1.36 4.47 -3.84 0.224
H -2.79 3.22 -3.40 0.235
H -2.51 1.56 -3.95 0.154
H -2.25 2.91 -5.06 0.388
H 1.64 1.62 -4.59 0.193
H 0.15 1.21 -5.45 0.519
H 0.59 0.35 -3.96 0.206
H 2.79 4.49 -2.08 0.250
H 3.89 4.21 -0.72 0.400
H 2.32 4.98 -0.44 0.214
H 3.25 1.70 -2.82 0.233
H 2.68 0.32 -1.87 0.023
H 4.13 1.21 -1.37 0.524
H 1.77 2.57 1.74 0.059
H 3.47 2.29 1.32 0.410
H 2.30 0.97 1.20 -0.422
```

=====

(2)
Molecular formula: C37H57FeN4O4PS2Te
Method: DFT, ωB97M-V with the def2-TZVPD basis set

The calculation puts the energy above the lowest of the compared OMol25 structures with the same formula, charge and spin at 281.8 kJ/mol. Its spin multiplicity is 5. As for the HOMO energy (alpha / beta): -6.1 / -6.5 eV. As for the energy: -126084.931 eV. The expectation value of S² is 6.02.

Geometry as XYZ:
```
107
Properties=species:S:1:pos:R:3:mulliken_charge:R:1
Fe -0.09 -0.05 -0.43 0.611
N 3.58 -1.84 3.01 -0.062
C 2.48 -1.86 1.93 1.643
C 1.15 -1.49 2.56 -0.753
C 0.87 0.03 2.68 1.061
N -0.20 0.39 1.76 -0.212
C 2.11 0.87 2.38 -2.204
C 2.81 0.54 1.06 0.389
N 2.06 1.14 -0.03 -0.393
C 2.91 -0.97 0.78 0.010
H 3.32 -2.44 3.79 0.402
H 3.70 -0.88 3.35 0.339
H 4.47 -2.16 2.62 0.421
H 2.44 -2.91 1.61 -1.492
H 1.05 -2.00 3.52 0.232
H 0.39 -1.91 1.91 -0.492
H 0.58 0.24 3.72 0.466
H -0.37 1.41 1.77 -0.114
H -1.08 -0.06 2.01 -0.211
H 2.82 0.78 3.22 0.076
H 1.82 1.92 2.38 0.896
H 3.83 0.96 1.12 0.256
H 2.50 0.97 -0.93 0.251
H 1.93 2.14 0.07 0.204
H 3.91 -1.25 0.44 0.612
H 2.24 -1.20 -0.05 -0.783
C 1.95 4.77 -2.44 -1.264
C 0.54 4.40 -2.04 -0.228
O 0.55 3.02 -1.63 -0.087
P -0.66 2.41 -0.72 0.349
S 0.91 -0.33 -2.65 -0.568
S -0.78 3.51 0.97 -0.629
O -1.89 2.88 -1.71 -0.372
C -3.21 2.52 -1.31 0.464
C -4.17 3.05 -2.35 -1.616
H 1.97 5.81 -2.78 0.400
H 2.29 4.13 -3.26 0.295
H 2.63 4.66 -1.60 0.265
H -0.15 4.50 -2.88 0.231
H 0.18 5.02 -1.21 0.365
H -3.42 2.96 -0.33 0.272
H -3.29 1.43 -1.23 -0.089
H -4.12 4.14 -2.40 0.347
H -5.19 2.76 -2.10 0.404
H -3.92 2.66 -3.34 0.341
C -4.18 -0.21 2.70 -0.660
C -4.38 -1.57 2.01 -0.608
C -3.49 -1.47 0.75 0.612
O -2.80 -0.22 0.84 -0.280
C -3.66 0.65 1.57 -0.582
H -3.42 -0.29 3.48 0.235
H -5.09 0.18 3.16 0.440
H -5.42 -1.72 1.73 0.355
H -4.08 -2.40 2.65 0.250
H -4.09 -1.49 -0.16 0.273
H -2.72 -2.24 0.67 -0.616
H -4.49 0.98 0.93 0.465
H -3.08 1.53 1.87 0.265
C 1.75 -10.32 3.68 -1.591
C 1.39 -8.99 3.06 0.605
C 2.31 -8.29 2.30 -0.826
C 1.99 -7.07 1.70 0.543
C 3.05 -6.37 0.88 -0.877
C 0.70 -6.54 1.87 -0.165
Te 0.20 -4.67 0.96 0.703
N -0.52 -1.98 -0.74 0.844
C -0.68 -2.29 -1.95 -0.654
O 0.00 -1.73 -3.00 -0.292
C -1.64 -3.31 -2.50 0.257
C -2.47 -4.02 -1.64 0.342
C -3.40 -4.92 -2.12 -1.160
C -3.52 -5.13 -3.49 -0.549
C -2.70 -4.43 -4.36 -0.697
C -1.77 -3.52 -3.87 -0.306
C 0.44 -5.40 -1.02 0.772
C -0.38 -6.47 -1.38 -0.837
C -0.36 -6.97 -2.67 -0.793
C 0.47 -6.39 -3.61 -0.789
C 1.29 -5.33 -3.25 -0.557
C 1.31 -4.83 -1.95 0.663
C 2.23 -3.69 -1.62 -0.325
C -0.24 -7.24 2.64 0.969
C -1.66 -6.78 2.87 -1.973
C 0.13 -8.45 3.23 -0.649
H 2.82 -10.47 3.71 0.358
H 1.32 -11.14 3.09 0.296
H 1.35 -10.41 4.69 0.379
H 3.31 -8.70 2.15 0.336
H 3.97 -6.95 0.87 0.457
H 3.26 -5.38 1.30 -0.111
H 2.72 -6.23 -0.15 0.156
H -2.37 -3.86 -0.57 0.479
H -4.03 -5.47 -1.43 0.438
H -4.24 -5.84 -3.88 0.431
H -2.78 -4.58 -5.43 0.436
H -1.14 -2.96 -4.55 0.507
H -1.05 -6.90 -0.65 0.494
H -1.01 -7.79 -2.94 0.401
H 0.48 -6.75 -4.63 0.389
H 1.94 -4.88 -3.99 0.373
H 3.02 -3.61 -2.37 0.658
H 2.68 -3.83 -0.64 -0.241
H 1.68 -2.74 -1.62 -0.524
H -1.80 -5.72 2.65 0.192
H -1.95 -6.96 3.91 0.504
H -2.34 -7.34 2.23 0.320
H -0.60 -8.98 3.82 0.432
```